[1]
Entry from OMol25: an isolated molecule of C5H8N2 at a distorted geometry (wB97M-V/def2-TZVPD).

Calculated values
SMILES string: [H]/N=C1\C=C(C)CN1
frontier orbital gap: 9.806 eV
LUMO: 0.9 eV
ΔE to the lowest compared entry with this formula, charge and spin: 1.179 eV
HOMO: -8.922 eV
2S+1: 1

Geometry (Å):
C 1.383 1.278 -1.041
C 0.536 0.423 -0.163
C 0.466 -1.082 -0.283
N -0.197 -1.515 0.929
C -1.076 -0.457 1.118
N -2.316 -0.711 1.160
C -0.400 0.793 0.708
H 1.169 2.337 -0.876
H 2.448 1.108 -0.849
H 1.205 1.052 -2.098
H 1.435 -1.591 -0.407
H -0.721 -2.382 0.797
H -2.781 0.185 1.152
H -0.384 -1.237 -1.044
H -0.767 1.798 0.897

---

[2]
Entry from OMol25: a cluster of 4 separate species, C29H36NO13S in total at a distorted geometry (wB97M-V/def2-TZVPD).

Calculated values
frontier orbital gap: 7.172 eV
LUMO: -3.7 eV
HOMO: -10.857 eV
2S+1: 1
total charge: +1

Geometry (Å):
C 1.563 0.577 1.270
C 2.358 -0.688 0.955
C 3.083 -0.742 -0.400
C 2.340 -0.214 -1.646
C 3.025 0.932 -2.393
S 2.539 2.527 -1.680
C 4.017 3.573 -1.536
C 4.377 4.014 -0.101
C 5.858 3.803 0.220
C 6.287 2.371 0.518
N 6.191 1.497 -0.675
C 7.251 0.506 -0.727
C 7.229 -0.601 0.298
O 8.077 0.588 -1.563
H 1.097 0.504 2.257
H 0.751 0.767 0.557
H 2.220 1.460 1.316
H 1.703 -1.561 1.029
H 3.117 -0.812 1.736
H 4.059 -0.238 -0.303
H 3.325 -1.792 -0.594
H 2.246 -1.019 -2.382
H 1.308 0.082 -1.429
H 4.117 0.861 -2.399
H 2.674 1.000 -3.426
H 2.446 2.120 -0.402
H 3.758 4.433 -2.158
H 4.835 3.026 -2.017
H 3.750 3.518 0.653
H 4.152 5.082 -0.026
H 6.111 4.418 1.092
H 6.455 4.182 -0.619
H 5.706 1.961 1.359
H 7.333 2.405 0.845
H 5.314 0.983 -0.617
H 6.559 -0.396 1.136
H 6.906 -1.523 -0.200
H 8.244 -0.771 0.665
C -0.963 -3.601 1.865
C -2.015 -3.431 2.686
C -3.117 -2.424 2.398
O -4.015 -2.363 3.214
C -3.039 -1.618 1.197
C -1.991 -1.800 0.384
C -0.889 -2.797 0.675
O 0.019 -2.836 -0.145
O -1.797 -1.142 -0.754
O -2.194 -4.101 3.804
H -0.178 -4.316 2.061
H -3.836 -0.917 0.992
H -0.974 -1.514 -1.136
H -3.035 -3.785 4.195
C -2.843 -0.850 -5.305
C -2.292 -0.264 -4.231
C -0.806 0.032 -4.142
O -0.415 0.555 -3.102
C 0.043 -0.303 -5.251
C -0.506 -0.888 -6.331
C -1.994 -1.198 -6.419
O -2.359 -1.724 -7.452
O 0.166 -1.245 -7.401
O -2.980 0.106 -3.166
H -3.901 -1.064 -5.372
H 1.099 -0.079 -5.192
H -0.487 -1.637 -8.021
H -2.355 0.492 -2.523
C -7.024 -0.980 4.311
C -7.419 -0.746 5.571
C -8.644 0.089 5.903
O -8.894 0.217 7.089
C -9.414 0.663 4.824
C -9.016 0.433 3.564
C -7.792 -0.404 3.234
O -7.535 -0.529 2.047
O -9.630 0.902 2.491
O -6.801 -1.209 6.645
H -6.155 -1.574 4.063
H -10.283 1.257 5.066
H -9.124 0.567 1.722
H -7.321 -0.886 7.412

---

[3]
Entry from OMol25: a structure of composition C6H8NO5 at a distorted geometry (wB97M-V/def2-TZVPD).

Calculated values
frontier orbital gap: 8.596 eV
LUMO: 3.7 eV
ΔE to the lowest compared entry with this formula, charge and spin: 2.916 eV
HOMO: -4.863 eV
2S+1: 1
total charge: -1

Geometry (Å):
C 0.629 0.706 -0.180
C 3.168 -0.226 0.013
C 1.156 2.014 0.363
C -1.601 -2.167 0.389
C -1.172 -1.484 -0.868
C -0.728 0.504 -0.318
N -1.802 1.265 -0.039
O 3.147 -0.452 1.169
O 1.443 -0.212 -0.517
O 3.817 -0.035 -0.950
O -1.629 2.429 0.371
O -2.942 0.803 -0.199
H 1.014 2.028 1.443
H 2.218 2.102 0.143
H 0.605 2.852 -0.055
H -2.417 -1.621 0.858
H -0.772 -2.250 1.089
H -1.958 -3.175 0.158
H -0.220 -1.770 -1.280
H -1.956 -1.311 -1.590

---

[4]
Entry from OMol25: a structure of composition C25H35F4Sn at a distorted geometry (wB97M-V/def2-TZVPD).

Calculated values
frontier orbital gap: 4.183 eV
LUMO: 2.8 eV
HOMO: -1.394 eV
2S+1: 1
total charge: -1

Geometry (Å):
C 5.646 -0.395 -0.252
C 4.443 -0.224 0.663
C 3.604 -1.505 0.773
C 2.377 -1.394 1.715
Sn 0.548 -1.348 0.545
C 0.419 -2.986 -0.876
C -0.716 -2.764 -1.902
C -0.664 -3.925 -2.903
C -1.738 -3.835 -3.958
C -1.276 -1.139 1.713
C -1.445 -2.526 2.343
C -2.789 -3.173 1.978
C -3.053 -4.434 2.792
H -0.308 2.357 -0.748
H 6.256 0.507 -0.239
H 6.277 -1.225 0.072
H 5.339 -0.582 -1.283
H 4.776 0.052 1.669
H 3.814 0.600 0.305
H 3.285 -1.814 -0.237
H 4.244 -2.322 1.141
H 2.285 -2.252 2.390
H 2.367 -0.469 2.306
H 1.400 -3.014 -1.380
H 0.296 -3.934 -0.331
H -1.701 -2.735 -1.399
H -0.590 -1.797 -2.426
H 0.327 -3.932 -3.371
H -0.755 -4.862 -2.344
H -1.668 -4.687 -4.628
H -2.734 -3.837 -3.517
H -1.634 -2.932 -4.559
H -1.155 -0.352 2.460
H -2.098 -0.859 1.047
H -0.644 -3.218 2.033
H -1.356 -2.451 3.437
H -3.594 -2.447 2.148
H -2.806 -3.405 0.902
H -4.037 -4.841 2.548
H -2.292 -5.195 2.592
H -3.040 -4.207 3.863
F -1.438 6.379 -3.542
C -0.447 5.598 -2.985
C 0.743 5.488 -3.692
C 1.715 4.677 -3.107
F 2.895 4.524 -3.803
C 1.507 3.966 -1.936
C 0.327 4.170 -1.197
C 0.096 3.139 -0.128
C -0.916 3.221 1.006
C -0.650 2.467 2.167
C -1.605 2.394 3.177
F -1.350 1.612 4.289
C -2.843 3.022 3.108
C -3.098 3.732 1.946
F -4.307 4.391 1.831
C -2.198 3.797 0.871
C -0.710 4.902 -1.805
H 0.923 6.041 -4.616
H 2.230 3.202 -1.654
H 1.067 2.790 0.275
H 0.278 1.904 2.288
H -3.573 2.961 3.920
H -2.524 4.272 -0.047
H -1.727 4.856 -1.446

---

[5]
Entry from OMol25: a structure of composition C13H9F2N3O2Os (wB97M-V/def2-TZVPD).

Calculated values
frontier orbital gap (alpha / beta): 9.159 / 6.306 eV
LUMO (alpha / beta): -8.2 / -11.0 eV
ΔE to the lowest compared entry with this formula, charge and spin: 0.000 eV
<S²>: 6.02
HOMO (alpha / beta): -17.313 / -17.286 eV
2S+1: 5
total charge: +2

Geometry (Å):
Os 0.280 0.100 -0.613
O -1.379 1.071 3.004
C -1.009 1.022 1.880
N -0.250 -0.032 1.298
C 0.171 -1.162 2.055
O -0.077 -1.363 3.196
C 1.005 -2.075 1.196
C 1.521 -3.251 1.667
C 2.285 -4.036 0.803
C 2.503 -3.609 -0.502
C 1.954 -2.419 -0.923
N 1.213 -1.659 -0.084
C -1.237 2.111 0.866
C -1.952 3.241 1.156
C -2.113 4.201 0.157
C -1.547 3.992 -1.095
C -0.842 2.834 -1.332
N -0.688 1.902 -0.363
H 1.324 -3.535 2.692
H 2.704 -4.972 1.149
H 3.090 -4.192 -1.197
H 2.095 -2.057 -1.932
H -2.368 3.356 2.148
H -2.676 5.104 0.358
H -1.651 4.716 -1.891
H -0.393 2.632 -2.295
F -1.505 0.245 -2.764
C -0.305 -0.361 -2.600
F -0.495 -1.703 -2.589
H 0.344 -0.101 -3.443

---

[6]
Entry from OMol25: an isolated molecule of C3H6BrF at a distorted geometry (wB97M-V/def2-TZVPD).

Calculated values
SMILES string: C[C@H](F)CBr
frontier orbital gap: 11.285 eV
LUMO: 0.8 eV
ΔE to the lowest compared entry with this formula, charge and spin: 0.000 eV
HOMO: -10.453 eV
2S+1: 1

Geometry (Å):
F -0.587 -1.521 0.742
Br -1.179 1.901 -1.477
C 1.102 0.052 0.733
C -0.751 0.020 -1.009
C -0.374 -0.225 0.479
H 1.324 1.076 0.492
H 1.368 -0.161 1.759
H 1.699 -0.570 0.052
H -1.632 -0.580 -1.235
H 0.035 -0.380 -1.656
H -1.005 0.387 1.120

---

Calculated values (g mol⁻¹) of molecular weight for the records, taken in order: 96.13, 638.67, 174.13, 530.26, 467.46, 140.98.